{"formula": "C3H8NS", "method": "ωB97M-V/def2-TZVPD", "energy_ev": -15556.67001, "de_lowest_kcal_mol": 45.89, "max_force_ev_per_a": 4.8, "homo_ev": -13.7, "lumo_ev": -5.59, "orbital_gap_ev": 8.14, "spin_multiplicity": 1, "charge": 1, "species": ["C", "C", "C", "N", "S", "H", "H", "H", "H", "H", "H", "H", "H"], "positions_angstrom": [[1.711, 1.784, -0.790], [-0.672, 0.396, 0.939], [-0.604, -1.884, -0.157], [-0.973, -0.393, -0.102], [1.010, 1.696, 0.658], [2.492, 2.541, -0.797], [1.462, 1.327, -1.711], [-1.131, 1.259, 1.107], [-0.349, -0.078, 1.897], [-1.348, -2.434, 0.573], [-0.453, -2.244, -1.132], [0.311, -2.013, 0.366], [-1.456, 0.043, -0.851]], "nbo_charge": [-0.390, -0.080, -0.413, -0.555, 0.414, 0.252, 0.234, 0.205, 0.242, 0.233, 0.237, 0.211, 0.410]}